ORCA calculation (ωB97M-V/def2-TZVPD) on a structure of composition C57H52N6O6Y.

- charge = -1
- relative energy (zero: lowest compared OMol25 entry of this formula, charge and spin) (kcal/mol) = 3.45

Structure (XYZ):
```
122
C57H52N6O6Y, DFT ωB97M-V/def2-TZVPD
Y 0.192 0.387 -0.155
C -8.332 2.570 -5.129
O -6.981 2.959 -5.198
C -6.105 2.365 -4.323
C -6.473 1.419 -3.374
C -5.495 0.886 -2.536
C -4.171 1.279 -2.630
C -3.817 2.223 -3.594
C -4.775 2.763 -4.431
C -3.119 0.708 -1.738
C -2.357 -0.343 -2.247
C -2.645 -1.008 -3.501
C -1.778 -2.037 -3.600
C -0.955 -2.000 -2.405
N -1.317 -0.949 -1.621
C 0.045 -2.924 -2.108
C 0.756 -2.987 -0.898
C 1.616 -4.090 -0.534
C 2.040 -3.849 0.729
C 1.439 -2.600 1.135
C 1.540 -2.086 2.430
C 2.518 -2.748 3.340
C 3.887 -2.557 3.141
C 4.818 -3.168 3.958
C 4.397 -3.992 4.999
O 5.394 -4.558 5.753
C 5.008 -5.393 6.820
C 3.040 -4.195 5.215
C 2.116 -3.569 4.380
C 0.782 -1.032 2.944
N -0.105 -0.280 2.237
C -0.699 0.553 3.127
C -1.744 1.444 2.849
C -2.206 2.317 3.968
C -1.494 3.467 4.307
C -1.904 4.281 5.344
C -3.046 3.958 6.073
O -3.372 4.824 7.086
C -4.534 4.544 7.832
C -3.771 2.817 5.753
C -3.339 2.010 4.703
C -2.412 1.550 1.632
C -3.578 2.377 1.404
C -3.949 2.180 0.120
C -3.016 1.229 -0.445
N -2.086 0.882 0.488
C -0.147 0.351 4.448
C 0.779 -0.630 4.333
N 0.692 -2.083 0.119
C 0.337 -3.982 -3.120
C -0.507 -5.063 -3.311
C -0.230 -6.050 -4.254
C 0.922 -5.951 -5.023
O 1.295 -6.863 -5.977
C 0.435 -7.956 -6.202
C 1.782 -4.870 -4.847
C 1.487 -3.903 -3.906
H -8.853 3.139 -5.896
H -8.766 2.801 -4.152
H -8.452 1.501 -5.328
H -7.495 1.089 -3.273
H -5.775 0.146 -1.796
H -2.781 2.536 -3.673
H -4.508 3.497 -5.178
H -3.418 -0.723 -4.195
H -1.696 -2.759 -4.394
H 1.822 -4.950 -1.149
H 2.664 -4.474 1.345
H 4.205 -1.915 2.330
H 5.879 -3.021 3.807
H 5.929 -5.734 7.288
H 4.441 -6.259 6.465
H 4.408 -4.850 7.556
H 2.686 -4.830 6.013
H 1.057 -3.728 4.542
H -0.610 3.720 3.736
H -1.356 5.176 5.605
H -4.623 5.340 8.566
H -4.455 3.583 8.349
H -5.423 4.536 7.196
H -4.660 2.541 6.299
H -3.902 1.119 4.452
H -4.044 3.015 2.136
H -4.778 2.623 -0.405
H -0.446 0.877 5.339
H 1.388 -1.055 5.112
H -1.404 -5.141 -2.710
H -0.915 -6.876 -4.370
H 0.892 -8.545 -6.993
H -0.556 -7.622 -6.525
H 0.330 -8.573 -5.306
H 2.671 -4.804 -5.459
H 2.154 -3.058 -3.782
N 4.628 1.373 1.733
C 3.326 1.061 1.538
O 3.025 0.034 0.927
C 2.288 1.984 2.096
C 1.233 2.295 1.032
H 5.330 0.816 1.277
H 4.875 2.260 2.133
H 2.794 2.855 2.548
H 1.834 1.433 2.927
H 1.662 2.997 0.301
H 0.431 2.856 1.529
O 2.390 -0.433 -1.591
H 2.084 -1.338 -1.742
H 2.850 -0.462 -0.731
C 0.744 0.544 -3.952
C 0.167 1.793 -3.371
C -0.145 2.925 -4.092
C -0.594 3.883 -3.153
C -0.540 3.273 -1.917
C -0.917 3.934 -0.630
N -0.061 1.981 -2.024
H 0.647 0.581 -5.040
H 0.230 -0.357 -3.618
H 1.800 0.424 -3.708
H -0.050 3.036 -5.162
H -0.937 4.890 -3.343
H -1.717 4.657 -0.807
H -0.079 4.464 -0.171
H -1.280 3.229 0.111
```

***

ORCA calculation (ωB97M-V/def2-TZVPD) on a cluster of 9 separate species, C57H53F12N3O4PS in total.

- charge = +1

Structure (XYZ):
```
131
C57H53F12N3O4PS, DFT ωB97M-V/def2-TZVPD
N 1.379 -1.749 0.547
P 2.124 -1.133 1.759
C 1.699 0.685 2.031
C 0.630 1.035 2.868
C -0.289 0.050 3.563
C -1.695 0.099 2.920
C -1.731 -0.579 1.588
F -1.365 -1.857 1.685
F -2.996 -0.568 1.115
F -0.980 0.030 0.673
C 0.366 2.387 3.077
O -0.626 2.806 3.876
C 1.134 3.355 2.408
O 0.818 4.645 2.618
C 2.178 2.955 1.589
S 3.131 4.275 0.819
O 2.516 4.473 -0.443
O 3.268 5.370 1.694
F 4.536 3.668 0.643
N 2.426 1.630 1.404
C 3.517 1.206 0.476
N 4.761 1.034 1.204
H 0.807 -2.550 0.794
H 1.903 -1.803 2.973
H 3.501 -1.101 1.582
H 0.099 -0.957 3.575
H -0.428 0.419 4.573
H -2.044 1.118 2.803
H -2.394 -0.421 3.569
H -0.375 2.787 4.809
H 0.222 4.959 1.914
H 3.623 1.930 -0.317
H 3.219 0.288 -0.023
H 5.510 1.412 0.635
H 4.977 0.047 1.289
F -0.470 -4.345 1.117
C -1.059 -4.710 -0.050
C -2.384 -4.396 -0.267
C -2.967 -4.762 -1.472
C -2.220 -5.439 -2.429
C -0.889 -5.746 -2.184
C -0.298 -5.376 -0.985
H -2.946 -3.872 0.497
H -3.998 -4.522 -1.667
H -2.679 -5.725 -3.365
H -0.306 -6.274 -2.927
H 0.737 -5.596 -0.775
F 4.918 -2.072 2.842
C 5.692 -3.072 2.320
C 7.059 -2.907 2.283
C 7.834 -3.928 1.749
C 7.232 -5.078 1.258
C 5.852 -5.215 1.303
C 5.070 -4.206 1.844
H 7.507 -1.999 2.666
H 8.910 -3.823 1.718
H 7.838 -5.869 0.839
H 5.382 -6.109 0.916
H 3.992 -4.296 1.895
F 6.383 -8.901 0.496
C 5.210 -9.266 1.057
C 4.043 -9.092 0.339
C 2.839 -9.468 0.917
C 2.816 -10.001 2.199
C 4.001 -10.162 2.903
C 5.211 -9.797 2.331
H 4.082 -8.669 -0.656
H 1.917 -9.346 0.364
H 1.875 -10.291 2.647
H 3.985 -10.574 3.903
H 6.145 -9.922 2.860
F -1.056 5.743 0.799
C -0.652 6.802 0.019
C -0.035 6.541 -1.183
C 0.365 7.613 -1.966
C 0.149 8.913 -1.531
C -0.474 9.146 -0.313
C -0.886 8.081 0.474
H 0.129 5.519 -1.498
H 0.846 7.432 -2.918
H 0.465 9.747 -2.143
H -0.638 10.159 0.025
H -1.380 8.237 1.423
F -1.313 13.070 -0.621
C -2.639 12.844 -0.726
C -3.207 11.845 0.036
C -4.570 11.610 -0.067
C -5.341 12.371 -0.935
C -4.749 13.370 -1.696
C -3.387 13.615 -1.592
H -2.585 11.261 0.702
H -5.029 10.834 0.529
H -6.404 12.186 -1.017
H -5.348 13.960 -2.375
H -2.908 14.393 -2.171
F 2.388 -5.434 -2.364
C 2.777 -4.339 -3.056
C 3.648 -4.489 -4.115
C 4.038 -3.361 -4.822
C 3.562 -2.109 -4.458
C 2.689 -1.983 -3.385
C 2.286 -3.105 -2.676
H 4.011 -5.473 -4.378
H 4.714 -3.461 -5.660
H 3.870 -1.232 -5.011
H 2.318 -1.008 -3.098
H 1.601 -3.029 -1.842
F -6.013 -5.223 -2.452
C -6.900 -4.742 -1.553
C -6.449 -4.334 -0.313
C -7.367 -3.840 0.602
C -8.713 -3.766 0.272
C -9.143 -4.185 -0.980
C -8.232 -4.673 -1.905
H -5.400 -4.406 -0.068
H -7.030 -3.511 1.576
H -9.426 -3.384 0.989
H -10.192 -4.132 -1.238
H -8.546 -4.998 -2.888
F -4.907 2.665 -4.124
C -4.268 2.575 -2.945
C -4.037 1.326 -2.402
C -3.373 1.234 -1.187
C -2.963 2.389 -0.533
C -3.210 3.635 -1.093
C -3.864 3.733 -2.312
H -4.373 0.442 -2.927
H -3.178 0.266 -0.755
H -2.449 2.318 0.419
H -2.894 4.534 -0.581
H -4.060 4.693 -2.771
```

***

no.,DFT total energy (eV),HOMO-LUMO gap (eV),highest occupied orbital energy (Ha)
1,-82227.0435,5.20,-0.1311
2,-125354.4611,6.17,-0.3900